Entry from the Open Molecules 2025 dataset: a gas-phase ion, CHN4S2 (charge -1) (ωB97M-V/def2-TZVPD).

Computed properties:
Charge: -1
Kohn-Sham gap (spin up / spin down) (eV): 6.65 / 6.64
LUMO level (spin up / spin down) (Eh): 0.12445 / 0.12426

Last column: natural (NBO) charge in e.
Geometry (Å):
S -3.91488 -1.91218 0.01274  -0.1555
S -4.49884 1.35587 0.20025  -0.3154
N -2.75359 -0.76718 -0.28500  -0.3663
N -0.90842 0.83725 -0.17967  -0.0607
N -2.02406 1.30943 -0.33907  -0.0980
N -3.08815 0.48706 -0.19335  -0.1281
C 0.12248 0.22637 -0.38381  -0.0692
H 1.01263 0.02912 0.26260  0.1930


Entry from the Open Molecules 2025 dataset: a molecular structure, C5H10NP (ωB97M-V/def2-TZVPD).

Computed properties:
Charge: 0
Kohn-Sham gap (eV): 9.12
LUMO level (Eh): 0.03796

Last column: natural (NBO) charge in e.
Geometry (Å):
P -2.68624 0.23842 0.51878  0.4791
N -1.48463 -0.48727 -0.46785  -1.0047
C 2.30658 0.18744 -0.37947  -0.4462
C 1.57004 1.33470 0.10847  -0.1708
C 1.27075 -0.98587 -0.28353  -0.4678
C 0.38612 1.04133 0.66802  -0.2397
C 0.13923 -0.44884 0.52993  -0.0169
H -2.65226 1.44768 -0.11740  -0.0579
H -1.50278 -1.55706 -0.62749  0.3777
H -3.83160 -0.12693 -0.25730  -0.0365
H -0.44686 1.58226 1.22235  0.2368
H 2.64652 0.36831 -1.49575  0.2138
H 3.29005 -0.16386 0.04805  0.2292
H 0.90356 -1.34868 -1.31267  0.2417
H 2.07514 2.35885 0.16874  0.2219
H -0.18262 -1.11898 1.47159  0.2210
H 1.72203 -1.78040 0.32514  0.2192


Entry from the Open Molecules 2025 dataset: a molecular structure, C3H7N2S (ωB97M-V/def2-TZVPD).

Computed properties:
Charge: +1
Kohn-Sham gap (spin up / spin down) (eV): 5.84 / 5.85
LUMO level (spin up / spin down) (Eh): -0.28392 / -0.28379

Last column: natural (NBO) charge in e.
Geometry (Å):
S -2.16203 -0.42808 1.34896  0.3462
N 1.80735 0.12763 -0.29546  -0.1245
N -1.41992 0.35403 -0.76032  -0.5894
C -2.66508 0.70347 -0.05323  -0.3202
C 2.65721 -0.47568 0.55424  -0.5367
C -0.94556 -0.54691 0.08410  0.0953
H 2.18803 -1.21494 1.15460  0.3373
H 2.97325 0.22227 1.34306  0.2612
H 1.90490 -0.27208 -1.17410  0.3366
H -3.07732 1.66084 0.15913  0.2608
H -3.46836 0.06846 -0.64296  0.2400
H -1.31643 0.58195 -1.79099  0.4534
H 3.52397 -0.78097 0.07297  0.2400


ΔE to the lowest compared entry with this formula, charge and spin
In order: 107.7, 51.7, 177.9
Unit: kcal/mol
Max |F|
In order: 0.057, 0.090, 0.094
Unit: hartree/bohr